Formula: C5H7N
Source: the OMol25 dataset
Level of theory: ωB97M-V/def2-TZVPD

Summary:
HOMO energy   -8.64 eV
Calculated total energy   -6784.61739 eV
SMILES   C1[C@@H]2[C@H]1[C@@H]1N[C@H]21
Total charge   0
Energy above the lowest of the compared OMol25 structures with the same formula, charge and spin   375.83 kJ/mol
HOMO-LUMO gap   9.826 eV

Geometry (Å):
C: -0.26 1.36 -0.11
C: 0.68 0.35 -0.69
C: -0.87 0.12 -0.62
C: -0.57 -1.09 0.32
N: 0.40 -0.84 1.51
C: 0.87 -0.92 0.16
H: -0.38 2.19 -0.80
H: -0.34 1.63 0.93
H: 1.44 0.63 -1.41
H: -1.75 0.14 -1.27
H: -1.16 -2.00 0.24
H: 0.39 0.12 1.86
H: 1.55 -1.70 -0.12